Entry one
{"formula": "C4H12N2O", "method": "ωB97M-V/def2-TZVPD", "orbital_gap_ev": 9.611, "lumo_energy_ev": 0.73, "smiles": "C=NCCCN.O", "e_homo_ha": -0.3263, "symbols": ["C", "C", "C", "C", "N", "N", "H", "H", "H", "H", "H", "H", "H", "H", "H", "H", "H", "H", "O"], "xyz": [[-1.569, -0.047, -0.001], [-0.828, -1.159, -0.763], [0.474, -0.682, -1.593], [2.007, -0.187, 0.116], [1.171, 0.277, -0.781], [-1.974, 1.108, -0.793], [-2.393, -0.723, 0.487], [-0.998, 0.279, 0.835], [-1.563, -1.740, -1.284], [-0.527, -1.880, -0.026], [0.967, -1.683, -1.679], [0.436, -0.255, -2.534], [2.059, 0.317, 1.035], [2.415, -1.215, 0.168], [-1.170, 1.659, -1.137], [-2.537, 0.681, -1.519], [0.280, 0.332, 3.560], [0.454, 1.479, 2.753], [0.961, 0.688, 2.976]]}



Entry two
{"formula": "C4H12N2O", "method": "ωB97M-V/def2-TZVPD", "orbital_gap_ev": 8.548, "lumo_energy_ev": 0.90, "smiles": "CC/C(N)=C/N.O", "e_homo_ha": -0.2809, "symbols": ["C", "C", "C", "C", "N", "N", "H", "H", "H", "H", "H", "H", "H", "H", "H", "H", "H", "H", "O"], "xyz": [[-0.079, -2.407, 0.190], [-1.069, -1.516, -0.537], [-0.694, -0.058, -0.432], [0.024, 0.536, -1.380], [0.578, 1.811, -1.296], [-0.968, 0.574, 0.847], [-0.471, -3.415, 0.375], [0.114, -1.993, 1.181], [0.836, -2.570, -0.374], [-2.082, -1.644, -0.136], [-1.182, -1.736, -1.603], [0.151, 0.069, -2.345], [1.186, 2.057, -2.056], [1.006, 2.052, -0.414], [-0.603, 1.520, 0.783], [-1.970, 0.687, 0.954], [1.333, 1.638, 2.449], [1.069, 0.367, 1.632], [1.771, 0.994, 1.888]]}



Entry three
{"formula": "C4H12N2O", "method": "ωB97M-V/def2-TZVPD", "orbital_gap_ev": 8.103, "lumo_energy_ev": 0.94, "smiles": "C/C(O)=C\\N.CN", "e_homo_ha": -0.2633, "symbols": ["C", "C", "N", "C", "O", "H", "H", "H", "H", "H", "H", "H", "C", "N", "H", "H", "H", "H", "H"], "xyz": [[0.769, 1.005, -0.796], [0.841, -0.086, 0.248], [2.862, -1.070, -0.706], [1.874, -0.967, 0.267], [0.317, 0.242, 1.489], [-0.624, 0.482, 1.309], [3.762, -1.367, -0.356], [2.945, -0.261, -1.308], [2.035, -1.572, 1.146], [0.486, 0.581, -1.772], [1.715, 1.530, -0.896], [0.044, 1.760, -0.507], [-2.319, -0.610, 0.266], [-2.345, 0.845, 0.324], [-2.623, 1.246, -0.568], [-2.961, 1.189, 1.051], [-2.457, -1.026, 1.263], [-3.138, -1.016, -0.344], [-1.183, -0.908, -0.112]]}



Stability ranking, top and bottom: entry two is the most stable and entry one is the least stable.



Entry one
{"formula": "C4H12N2O", "method": "ωB97M-V/def2-TZVPD", "orbital_gap_ev": 9.607, "lumo_energy_ev": 0.81, "smiles": "C/C=C/O.NCN", "e_homo_ha": -0.3231, "symbols": ["C", "N", "N", "H", "H", "H", "H", "H", "H", "C", "C", "C", "O", "H", "H", "H", "H", "H", "H"], "xyz": [[-0.622, 1.134, -1.294], [0.356, 0.846, -2.311], [-1.625, 0.098, -1.160], [0.675, -0.116, -2.252], [-0.054, 0.937, -3.235], [-1.204, -0.765, -0.825], [-2.289, 0.348, -0.407], [-1.120, 2.080, -1.529], [-0.050, 1.241, -0.320], [1.876, -0.739, 0.697], [-0.461, -0.892, 1.554], [0.666, -0.198, 1.393], [-1.484, -0.563, 2.393], [-1.458, 0.369, 2.642], [-0.567, -1.908, 1.194], [0.794, 0.744, 1.915], [2.704, -0.856, 1.399], [1.666, -1.702, 0.237], [2.198, -0.059, -0.091]]}



Entry two
{"formula": "C4H12N2O", "method": "ωB97M-V/def2-TZVPD", "orbital_gap_ev": 9.656, "lumo_energy_ev": 0.78, "smiles": "C=NCCCN.O", "e_homo_ha": -0.3263, "symbols": ["C", "C", "C", "C", "N", "N", "H", "H", "H", "H", "H", "H", "H", "H", "H", "H", "H", "H", "O"], "xyz": [[-1.362, -0.871, 0.657], [-1.214, -0.758, -0.901], [-0.069, 0.152, -1.424], [0.245, 1.935, 0.296], [0.224, 1.582, -0.909], [-0.437, -1.729, 1.351], [-2.484, -1.283, 0.723], [-1.332, 0.169, 1.056], [-1.274, -1.691, -1.350], [-2.112, -0.083, -1.212], [-0.077, 0.157, -2.482], [0.876, -0.356, -1.124], [0.757, 2.905, 0.540], [-0.121, 1.413, 1.166], [-0.694, -2.679, 1.795], [0.527, -1.747, 1.059], [2.468, 1.573, -0.083], [3.228, 0.254, 0.204], [2.854, 1.055, 0.638]]}



Entry three
{"formula": "C4H12N2O", "method": "ωB97M-V/def2-TZVPD", "orbital_gap_ev": 9.825, "lumo_energy_ev": 0.70, "smiles": "C[C@@H]1N[C@H]1CN.O", "e_homo_ha": -0.3352, "symbols": ["C", "C", "C", "C", "H", "H", "H", "H", "H", "H", "H", "H", "H", "H", "H", "H", "N", "N", "O"], "xyz": [[-0.975, 2.528, -0.110], [-0.420, 1.200, 0.303], [-0.886, -0.041, -0.367], [-0.974, -1.349, 0.444], [-1.076, 2.522, -1.190], [-2.017, 2.668, 0.311], [-0.390, 3.375, 0.287], [-0.160, 1.060, 1.336], [1.211, 0.100, -0.275], [-1.575, -0.021, -1.176], [0.057, -1.511, 0.851], [-1.746, -1.276, 1.257], [-1.805, -3.298, 0.189], [-0.580, -2.919, -0.862], [4.103, 0.359, -0.205], [4.481, -0.877, 0.388], [0.417, 0.514, -0.725], [-1.366, -2.550, -0.388], [3.700, -0.485, -0.067]]}



Stability ranking, top and bottom: entry one is the most stable and entry two is the least stable.



Entry one
{"formula": "C4H12N2O", "method": "ωB97M-V/def2-TZVPD", "orbital_gap_ev": 9.340, "lumo_energy_ev": 0.96, "smiles": "C[C@@H](O)CNCN", "e_homo_ha": -0.3080, "symbols": ["C", "C", "C", "O", "N", "C", "N", "H", "H", "H", "H", "H", "H", "H", "H", "H", "H", "H", "H"], "xyz": [[0.014, 0.154, -0.311], [0.152, 1.225, 0.743], [0.801, 2.406, 0.069], [-1.018, 1.526, 1.453], [-0.902, -0.942, -0.039], [-0.165, -2.216, 0.207], [0.333, -2.657, -1.055], [-0.420, 0.629, -1.318], [0.997, -0.196, -0.863], [0.678, 0.836, 1.658], [1.469, 2.112, -0.754], [1.426, 2.939, 0.805], [0.092, 3.145, -0.247], [-1.767, 1.543, 0.904], [-1.665, -0.669, 0.480], [0.445, -1.945, 1.134], [-1.105, -2.918, 0.236], [1.090, -2.059, -1.379], [-0.453, -2.913, -1.722]]}



Entry two
{"formula": "C4H12N2O", "method": "ωB97M-V/def2-TZVPD", "orbital_gap_ev": 6.077, "lumo_energy_ev": 0.42, "smiles": "CC/C(N)=C\\N.O", "e_homo_ha": -0.2077, "symbols": ["C", "C", "C", "C", "N", "N", "H", "H", "H", "H", "H", "H", "H", "H", "H", "H", "H", "H", "O"], "xyz": [[1.197, 2.484, -0.366], [1.439, 0.985, -0.425], [0.198, 0.113, -0.125], [0.423, -1.217, 0.019], [0.502, -1.899, -1.262], [-1.118, 0.627, -0.163], [2.152, 2.962, -0.264], [0.745, 2.980, -1.199], [0.503, 2.709, 0.491], [2.034, 0.630, -1.393], [2.029, 0.968, 0.503], [0.759, -1.767, 1.012], [0.391, -2.940, -0.991], [-0.289, -1.554, -1.934], [-1.773, -0.103, -0.123], [-1.451, 1.460, 0.274], [-1.967, -2.259, 1.479], [-2.952, -2.310, 2.648], [-2.823, -1.869, 1.819]]}



Stability ranking, top and bottom: entry one is the most stable and entry two is the least stable.



Entry one
{"formula": "C4H11NS", "method": "ωB97M-V/def2-TZVPD", "orbital_gap_ev": 3.993, "lumo_energy_ev": -3.52, "e_homo_ha": -0.2762, "symbols": ["C", "N", "C", "C", "S", "C", "H", "H", "H", "H", "H", "H", "H", "H", "H", "H", "H"], "xyz": [[-0.988, -0.146, -0.789], [-1.765, 0.581, -1.760], [-1.066, 0.636, -3.062], [2.302, 0.552, 2.066], [1.310, -0.804, 1.372], [-1.545, -0.151, 0.593], [-0.805, -1.290, -0.968], [0.004, 0.258, -0.618], [0.098, 0.854, -3.118], [-1.204, 1.513, -3.705], [-1.368, -0.135, -3.722], [1.767, 1.098, 2.852], [2.765, 1.128, 1.315], [3.112, 0.257, 2.707], [-1.489, 0.910, 0.969], [-2.567, -0.359, 0.437], [-1.128, -0.784, 1.381]]}



Entry two
{"formula": "C4H11NS", "method": "ωB97M-V/def2-TZVPD", "orbital_gap_ev": 9.768, "lumo_energy_ev": 0.65, "smiles": "NCCCCS", "e_homo_ha": -0.3351, "symbols": ["C", "C", "C", "S", "C", "N", "H", "H", "H", "H", "H", "H", "H", "H", "H", "H", "H"], "xyz": [[-0.781, 0.902, -0.583], [0.257, 0.006, -1.311], [1.164, -0.712, -0.417], [2.301, 0.580, 0.334], [-1.074, 0.550, 0.953], [-1.741, -0.703, 1.327], [-0.326, 1.890, -0.591], [-1.750, 0.747, -1.097], [-0.382, -0.737, -1.803], [0.794, 0.601, -2.150], [0.552, -1.198, 0.317], [1.856, -1.367, -1.038], [3.564, -0.176, 0.184], [-0.192, 0.762, 1.509], [-1.702, 1.346, 1.393], [-1.401, -1.569, 0.858], [-1.139, -0.922, 2.114]]}



Stability ranking, top and bottom: entry two is the most stable and entry one is the least stable.



Entry one
{"formula": "C4H11NS", "method": "ωB97M-V/def2-TZVPD", "orbital_gap_ev": 9.512, "lumo_energy_ev": 0.98, "smiles": "CCSCNC", "e_homo_ha": -0.3134, "symbols": ["C", "C", "S", "H", "H", "H", "H", "H", "C", "C", "N", "H", "H", "H", "H", "H", "H"], "xyz": [[1.212, 0.115, -1.557], [1.864, -0.594, -0.335], [0.957, -0.960, 1.191], [0.494, -0.568, -2.048], [1.898, 0.527, -2.294], [0.646, 1.004, -1.223], [2.690, 0.069, -0.062], [2.407, -1.475, -0.704], [-1.414, 1.204, 1.255], [-0.829, -1.019, 0.509], [-1.463, 0.212, 0.163], [-2.239, 1.084, 1.955], [-1.204, 2.193, 0.799], [-0.482, 1.128, 1.806], [-1.387, -1.541, 1.299], [-0.839, -1.688, -0.392], [-2.310, 0.308, -0.362]]}



Entry two
{"formula": "C4H11NS", "method": "ωB97M-V/def2-TZVPD", "orbital_gap_ev": 4.529, "lumo_energy_ev": -1.88, "e_homo_ha": -0.2355, "symbols": ["C", "C", "S", "H", "H", "H", "H", "H", "C", "C", "N", "H", "H", "H", "H", "H", "H"], "xyz": [[2.367, 1.679, 1.465], [1.340, 0.518, 1.381], [-0.170, 1.109, 0.569], [2.033, 2.613, 1.939], [2.427, 1.898, 0.344], [3.374, 1.411, 1.822], [0.995, 0.149, 2.373], [1.776, -0.284, 0.748], [-1.639, -1.378, -1.485], [-1.497, -2.229, -0.249], [-0.497, -0.909, -2.261], [-2.579, -1.510, -2.033], [-2.344, -2.790, 0.064], [-0.512, -2.574, -0.037], [-1.597, -0.952, -0.345], [-0.078, -0.192, -1.617], [-0.720, -0.695, -3.203]]}



Stability ranking, top and bottom: entry one is the most stable and entry two is the least stable.